DFT (ωB97M-V/def2-TZVPD) results for C39H54GaN2O2P2 as an isolated structure.

Output
max |F|: 0.086 Eh/bohr
calculated total energy: -4385.50785 Eh
HOMO (alpha / beta): -8.79 / -8.88 eV
net charge: +1

Cartesian coordinates (Å):
Ga1 1.04 -0.88 -1.42
C1 1.08 3.61 1.27
C2 -0.05 4.02 0.51
C3 -0.80 2.83 2.33
C4 0.62 2.90 2.40
C5 -1.21 3.53 1.17
C6 2.51 3.90 0.97
H1 2.62 4.48 0.06
H2 3.08 2.96 0.86
H3 2.97 4.46 1.80
C7 1.44 2.38 3.51
H4 2.50 2.60 3.34
H5 1.30 1.30 3.62
H6 1.16 2.85 4.46
C8 -1.68 2.20 3.34
H7 -1.90 2.89 4.17
H8 -1.19 1.31 3.75
H9 -2.63 1.89 2.89
C9 -2.62 3.78 0.78
H10 -3.12 4.44 1.50
H11 -3.19 2.84 0.74
H12 -2.68 4.26 -0.21
C10 -0.03 4.90 -0.68
H13 -0.15 5.96 -0.38
H14 -0.85 4.66 -1.37
H15 0.92 4.83 -1.22
C11 2.70 -1.15 -4.32
C12 3.35 0.10 -3.96
C13 3.16 1.37 -4.84
C14 1.78 1.60 -5.48
C15 0.60 1.10 -4.71
C16 -0.07 0.01 -5.11
C17 0.55 -1.20 -5.77
C18 2.08 -1.33 -5.64
H16 3.87 1.18 -5.66
H17 1.78 1.15 -6.48
H18 3.44 2.27 -4.28
H19 2.59 -0.67 -6.37
H20 3.14 -2.06 -3.89
H21 4.46 0.05 -3.84
H22 2.30 -2.37 -5.95
H23 0.04 -2.08 -5.37
H24 -1.17 0.02 -5.14
H25 0.34 -1.18 -6.85
H26 1.68 2.69 -5.66
H27 0.12 1.83 -4.05
P1 2.80 0.27 -2.32
P2 -1.69 -0.14 -1.77
C19 0.24 -1.68 -2.95
C20 -1.30 -1.63 -2.93
H28 0.76 -2.64 -3.08
H29 0.70 -0.78 -3.46
H30 -1.71 -1.49 -3.94
H31 -1.70 -2.56 -2.49
C21 -3.25 -0.62 -1.01
H32 -3.65 0.19 -0.39
H33 -3.08 -1.48 -0.35
H34 -3.97 -0.91 -1.79
C22 -1.92 1.51 -2.52
H35 -2.29 1.48 -3.55
H36 -0.98 2.08 -2.50
H37 -2.61 2.12 -1.90
C23 3.97 -0.94 -1.57
H38 4.29 -0.46 -0.63
H39 4.84 -1.25 -2.22
H40 3.38 -1.84 -1.28
C24 2.30 1.96 -2.11
H41 1.51 1.99 -1.33
H42 1.90 2.52 -2.98
H43 3.16 2.49 -1.67
O1 0.16 -2.52 -0.30
C25 -0.08 -2.24 0.93
N1 -0.62 -3.16 1.80
C26 -0.81 -2.58 3.11
C27 -0.09 -1.23 2.86
O2 0.20 -0.48 3.80
N2 0.18 -1.07 1.53
C28 -2.27 -2.27 3.40
C29 -2.55 -1.43 4.49
C30 -3.87 -1.04 4.76
C31 -4.91 -1.49 3.94
C32 -4.63 -2.37 2.88
C33 -3.31 -2.77 2.62
C34 -0.17 -3.40 4.23
C35 -0.92 -3.95 5.28
C36 -0.29 -4.64 6.32
C37 1.10 -4.83 6.30
C38 1.84 -4.34 5.22
C39 1.21 -3.63 4.19
H44 -0.89 -4.10 1.52
H45 -1.72 -1.09 5.11
H46 -4.06 -0.39 5.61
H47 -5.93 -1.19 4.14
H48 -5.43 -2.77 2.27
H49 -3.10 -3.48 1.81
H50 -2.01 -3.82 5.30
H51 -0.89 -5.02 7.15
H52 1.59 -5.37 7.11
H53 2.92 -4.49 5.18
H54 1.79 -3.24 3.36

DFT (ωB97M-V/def2-TZVPD) results for C39H54IrN6O8S2 as an isolated structure.

Output
max |F|: 0.081 Eh/bohr
spin multiplicity: 5
calculated total energy: -3349.14670 Eh
HOMO (alpha / beta): -8.92 / -9.50 eV
net charge: +1

Cartesian coordinates (Å):
Ir1 -0.85 -0.70 0.84
O1 4.07 -0.50 1.08
C1 4.06 -1.72 1.72
C2 5.33 -2.08 2.18
C3 5.58 -3.30 2.76
C4 4.48 -4.06 3.07
C5 3.16 -3.63 2.72
C6 2.89 -2.47 1.99
C7 1.57 -2.07 1.56
O2 1.34 -0.89 1.04
N1 0.64 -3.04 1.70
N2 -0.52 -2.75 1.16
C8 -1.58 -3.62 1.04
C9 -2.77 -2.86 0.91
C10 -4.07 -3.37 0.86
C11 -5.11 -2.56 1.27
C12 -4.87 -1.20 1.55
C13 -3.57 -0.75 1.48
N3 -2.58 -1.50 1.02
H1 3.15 -0.25 0.82
H2 6.08 -1.32 2.03
H3 6.58 -3.59 3.00
H4 4.63 -5.01 3.59
H5 2.28 -4.19 3.05
H6 -1.54 -4.72 1.17
H7 -4.24 -4.38 0.51
H8 -6.07 -3.02 1.36
H9 -5.68 -0.52 1.82
H10 -3.39 0.28 1.75
C14 0.02 -1.62 5.26
C15 -0.58 -0.58 4.29
C16 -1.84 -0.02 4.95
C17 0.37 0.57 4.04
C18 1.11 1.06 5.13
C19 1.96 2.17 5.05
C20 2.05 2.81 3.84
C21 1.27 2.48 2.75
C22 1.36 3.41 1.56
C23 2.33 2.93 0.46
C24 -0.02 3.86 0.99
C25 0.50 1.29 2.79
O3 -0.19 1.07 1.66
H11 -0.75 -2.46 5.36
H12 0.12 -1.19 6.27
H13 0.98 -2.04 4.87
H14 -0.82 -1.08 3.34
H15 -1.51 0.49 5.90
H16 -2.56 -0.81 5.24
H17 -2.38 0.72 4.33
H18 0.99 0.53 6.06
H19 2.54 2.42 5.93
H20 2.72 3.64 3.74
H21 1.77 4.32 2.02
H22 2.05 1.94 0.07
H23 3.39 2.93 0.82
H24 2.28 3.63 -0.39
H25 -0.61 3.01 0.66
H26 0.08 4.58 0.15
H27 -0.61 4.37 1.78
C26 -2.60 5.19 -2.11
C27 -2.64 3.69 -1.95
C28 -3.54 3.37 -0.78
S1 -3.57 1.60 -0.32
O4 -2.13 1.16 -0.22
C29 -4.46 0.77 -1.70
C30 -3.75 0.43 -3.01
C31 -4.35 -0.82 -3.66
H28 -1.88 5.49 -2.91
H29 -2.27 5.73 -1.21
H30 -3.59 5.60 -2.37
H31 -1.63 3.29 -1.77
H32 -3.00 3.22 -2.89
H33 -4.59 3.66 -0.98
H34 -3.17 3.85 0.14
H35 -5.36 1.38 -1.90
H36 -4.80 -0.18 -1.22
H37 -2.67 0.26 -2.81
H38 -3.77 1.27 -3.74
H39 -4.41 -1.69 -2.99
H40 -3.80 -1.09 -4.60
H41 -5.41 -0.63 -3.94
C32 5.87 -0.96 -3.41
C33 4.79 -0.28 -4.27
S2 3.12 -0.79 -3.78
O5 2.92 -2.16 -4.17
O6 2.91 -0.30 -2.43
C34 1.97 0.21 -4.80
C35 0.50 -0.08 -4.68
N4 0.07 -0.76 -3.38
C36 -0.10 -0.20 -2.15
N5 -0.51 -1.13 -1.27
C37 -0.61 -2.31 -1.92
C38 -0.29 -2.07 -3.22
N6 -0.38 -3.09 -4.15
O7 -0.59 -4.23 -3.65
O8 -0.27 -2.88 -5.39
C39 0.23 1.19 -1.90
H42 6.89 -0.73 -3.77
H43 5.73 -2.04 -3.39
H44 5.79 -0.61 -2.38
H45 4.94 -0.51 -5.33
H46 4.79 0.80 -4.11
H47 2.29 0.06 -5.83
H48 2.16 1.22 -4.50
H49 0.13 -0.77 -5.44
H50 -0.07 0.85 -4.76
H51 -0.87 -3.30 -1.54
H52 -0.35 1.90 -2.49
H53 1.32 1.36 -2.02
H54 0.01 1.45 -0.86

DFT (ωB97M-V/def2-TZVPD) results for C39H55BaClF6GeN5O8S2SbSi3 as an isolated structure.

Output
max |F|: 0.186 Eh/bohr
calculated total energy: -7461.83017 Eh
HOMO: -1.11 eV
net charge: -2

Cartesian coordinates (Å):
Ba1 0.30 1.45 0.60
C1 -0.03 -4.28 -1.58
Sb1 -0.40 -2.48 -0.48
C2 -1.81 -1.81 -1.86
C3 -3.01 -1.06 -1.68
C4 -3.70 -0.87 -0.45
C5 -4.87 -0.17 -0.40
C6 -5.41 0.37 -1.57
C7 -4.69 0.14 -2.73
N1 -3.56 -0.54 -2.81
Si1 -1.10 -1.46 -3.56
C8 0.71 -1.99 -3.79
C9 -0.95 0.37 -3.96
C10 -2.04 -2.32 -4.94
C11 -0.95 -3.82 1.41
C12 -1.28 -2.85 2.49
C13 -1.11 -3.11 3.86
C14 -1.64 -2.26 4.80
C15 -2.33 -1.13 4.38
C16 -2.37 -0.89 3.02
N2 -1.85 -1.71 2.12
Si2 -2.57 -4.77 0.99
C17 -2.25 -6.58 0.53
C18 -3.66 -4.15 -0.39
C19 -3.66 -4.80 2.53
Si3 0.43 -5.02 1.95
C20 1.21 -6.05 0.60
C21 -0.19 -6.29 3.25
C22 1.92 -4.23 2.78
H1 1.01 -4.56 -1.70
H2 -0.48 -4.14 -2.55
H3 -0.55 -5.09 -1.07
H4 -3.28 -1.31 0.44
H5 -5.37 -0.05 0.56
H6 -6.33 0.95 -1.59
H7 -5.05 0.53 -3.68
H8 1.40 -1.42 -3.16
H9 0.95 -1.69 -4.81
H10 0.96 -3.04 -3.69
H11 -0.36 0.88 -3.19
H12 -1.90 0.87 -4.05
H13 -0.39 0.48 -4.90
H14 -1.90 -3.40 -4.87
H15 -1.66 -2.00 -5.92
H16 -3.10 -2.10 -4.88
H17 -0.61 -4.01 4.19
H18 -1.54 -2.49 5.86
H19 -2.81 -0.46 5.07
H20 -2.85 0.00 2.62
H21 -1.90 -6.68 -0.50
H22 -3.22 -7.07 0.59
H23 -1.56 -7.13 1.16
H24 -3.15 -3.63 -1.20
H25 -4.41 -3.45 -0.01
H26 -4.17 -5.02 -0.80
H27 -3.19 -5.27 3.39
H28 -4.57 -5.35 2.29
H29 -3.95 -3.80 2.83
H30 0.53 -6.71 0.07
H31 1.97 -6.66 1.09
H32 1.71 -5.43 -0.14
H33 -1.26 -6.43 3.28
H34 0.13 -6.00 4.25
H35 0.27 -7.26 3.04
H36 2.60 -3.80 2.05
H37 2.43 -5.05 3.29
H38 1.70 -3.46 3.50
O1 4.34 1.67 -4.99
C23 4.56 2.89 -4.59
O2 5.15 3.72 -5.26
C24 4.07 3.25 -3.22
C25 4.35 4.43 -2.57
Cl1 5.36 5.74 -3.04
N3 3.76 4.41 -1.36
N4 3.10 3.24 -1.18
C26 3.27 2.54 -2.29
C27 2.65 1.15 -2.39
O3 3.05 0.45 -3.35
O4 1.83 0.83 -1.52
C28 3.89 5.30 -0.26
C29 3.81 6.67 -0.45
C30 3.93 7.51 0.64
C31 4.10 6.98 1.92
C32 4.14 5.60 2.09
C33 4.04 4.75 1.00
H39 3.85 1.11 -4.27
H40 3.63 7.08 -1.43
H41 3.87 8.58 0.50
H42 4.19 7.64 2.77
H43 4.24 5.18 3.08
H44 4.05 3.68 1.13
C34 0.35 4.38 -3.15
Ge1 -0.78 4.55 -1.55
C35 0.31 5.31 -0.07
C36 -2.03 6.02 -1.99
C37 -1.51 2.88 -1.05
H45 1.09 5.17 -3.24
H46 -0.30 4.40 -4.03
H47 0.88 3.43 -3.18
H48 0.68 6.31 -0.33
H49 1.18 4.71 0.19
H50 -0.30 5.39 0.83
H51 -1.53 6.94 -2.29
H52 -2.66 6.24 -1.12
H53 -2.68 5.69 -2.80
H54 -1.78 2.35 -1.96
H55 -2.41 3.07 -0.46
F1 4.27 -0.73 3.33
C38 3.36 0.19 3.64
F2 2.79 -0.16 4.78
F3 3.99 1.35 3.80
S1 2.10 0.26 2.26
O5 2.62 1.18 1.26
O6 1.92 -1.10 1.88
N5 0.68 0.82 2.94
S2 0.57 2.44 3.15
O7 1.85 3.10 3.09
O8 -0.51 3.00 2.35
C39 -0.03 2.69 4.87
F4 0.82 2.22 5.78
F5 -1.21 2.09 5.02
F6 -0.18 3.98 5.11

DFT (ωB97M-V/def2-TZVPD) results for C39H55F3O2P2PtSiTe4 as an isolated structure.

Output
max |F|: 0.039 Eh/bohr
spin multiplicity: 5
calculated total energy: -4132.81108 Eh
HOMO (alpha / beta): -5.77 / -7.17 eV
net charge: 0

Cartesian coordinates (Å):
Pt1 1.22 -0.38 0.14
C1 0.23 -1.00 3.84
Si1 0.25 0.08 2.26
C2 -1.55 0.28 1.65
C3 -2.38 1.19 2.27
C4 -3.69 1.35 1.86
C5 -4.17 0.59 0.80
C6 -3.35 -0.32 0.16
C7 -2.03 -0.49 0.58
P1 -0.85 -1.78 0.00
C8 -1.65 -3.12 1.07
C9 -0.79 -4.23 1.66
C10 -1.57 -4.89 2.81
C11 -3.09 -4.87 2.57
C12 -3.38 -4.99 1.09
C13 -2.83 -3.77 0.33
C14 -1.03 -2.29 -1.79
C15 -2.36 -2.20 -2.53
C16 -2.22 -2.96 -3.85
C17 -1.16 -2.31 -4.72
C18 0.18 -2.25 -3.99
C19 0.02 -1.57 -2.63
C20 0.84 1.84 2.74
C21 0.79 2.23 4.07
C22 1.18 3.49 4.46
C23 1.63 4.40 3.51
C24 1.73 4.02 2.19
C25 1.36 2.74 1.79
P2 1.37 2.18 0.04
C26 2.49 3.46 -0.78
C27 2.50 3.33 -2.31
C28 3.58 2.42 -2.87
C29 4.95 2.87 -2.36
C30 4.96 2.70 -0.85
C31 3.90 3.55 -0.17
C32 -0.37 2.72 -0.39
C33 -0.94 1.95 -1.57
C34 -2.40 2.31 -1.81
C35 -2.58 3.82 -1.98
C36 -2.04 4.53 -0.74
C37 -0.56 4.23 -0.56
H1 -0.66 -0.77 4.42
H2 1.11 -0.83 4.46
H3 0.22 -2.06 3.60
H4 -1.99 1.79 3.08
H5 -4.34 2.05 2.37
H6 -5.19 0.71 0.46
H7 -3.73 -0.88 -0.68
H8 -2.02 -2.53 1.92
H9 0.15 -3.85 2.06
H10 -0.55 -4.96 0.88
H11 -1.36 -4.36 3.74
H12 -1.23 -5.91 2.93
H13 -3.53 -3.94 2.95
H14 -3.56 -5.69 3.11
H15 -4.45 -5.09 0.90
H16 -2.90 -5.90 0.71
H17 -3.62 -3.03 0.21
H18 -2.50 -4.11 -0.65
H19 -0.71 -3.35 -1.73
H20 -2.58 -1.15 -2.74
H21 -3.19 -2.61 -1.96
H22 -3.19 -2.97 -4.36
H23 -1.95 -4.00 -3.64
H24 -1.47 -1.29 -4.98
H25 -1.05 -2.87 -5.65
H26 0.91 -1.72 -4.59
H27 0.55 -3.27 -3.83
H28 -0.27 -0.53 -2.80
H29 0.99 -1.58 -2.12
H30 0.43 1.53 4.81
H31 1.12 3.78 5.50
H32 1.91 5.40 3.80
H33 2.10 4.74 1.48
H34 1.97 4.40 -0.55
H35 2.65 4.33 -2.73
H36 1.52 2.99 -2.65
H37 3.54 2.44 -3.96
H38 3.42 1.39 -2.54
H39 5.12 3.91 -2.63
H40 5.74 2.27 -2.81
H41 5.93 2.95 -0.42
H42 4.78 1.64 -0.63
H43 4.22 4.60 -0.22
H44 3.87 3.28 0.89
H45 -0.94 2.42 0.50
H46 -0.87 0.88 -1.35
H47 -0.37 2.15 -2.49
H48 -2.99 1.98 -0.96
H49 -2.77 1.79 -2.70
H50 -3.63 4.06 -2.12
H51 -2.03 4.16 -2.86
H52 -2.59 4.21 0.14
H53 -2.18 5.61 -0.84
H54 -0.18 4.75 0.32
H55 -0.02 4.59 -1.44
Te1 3.51 0.04 1.94
Te2 4.45 -1.87 3.51
Te3 5.99 1.03 2.47
Te4 3.59 -0.99 -0.56
F1 4.24 -4.18 1.19
C38 3.02 -4.58 0.75
F2 2.58 -5.54 1.57
F3 3.21 -5.15 -0.45
C39 2.05 -3.36 0.68
O1 2.12 -2.58 1.65
O2 1.37 -3.25 -0.34